14
Properties=species:S:1:pos:R:3 method="wB97M-V/def2-TZVPD" e_lumo_ha=0.0185 largest_force_ev_per_a=0.48 charge=0 smiles="C/C=C/O.C=O" orbital_gap_ev=8.92
H -0.61 -0.16 -1.17
H 3.70 -0.61 -0.59
H 0.72 1.59 -0.66
C -0.63 1.02 0.55
H 2.49 0.22 0.60
H -1.02 1.25 1.54
C -2.01 -1.05 0.30
C -1.04 -0.02 -0.18
C 2.72 -0.13 -0.42
H -2.38 -0.82 1.31
H -2.88 -1.14 -0.36
O 0.32 1.93 0.16
O 1.93 -0.01 -1.33
H -1.53 -2.04 0.34

21
Properties=species:S:1:pos:R:3 method="wB97M-V/def2-TZVPD" e_lumo_ha=-0.3293 largest_force_ev_per_a=1.54 charge=+1 orbital_gap_ev=4.39
H -0.69 -1.02 0.55
H 2.69 -1.02 1.12
C 4.19 -0.01 -0.04
H 4.49 0.48 -0.95
C -2.71 0.64 -0.32
N -1.50 1.47 -0.46
H -0.73 0.85 -0.62
H 1.98 0.92 -1.21
H -3.58 1.28 -0.22
C -2.61 -0.18 0.97
H 1.91 -0.96 -1.43
H 5.00 -0.25 0.66
H -1.65 2.07 -1.26
N -1.62 -1.22 0.88
H -1.89 -2.16 1.11
C 2.99 -0.37 0.31
C 1.82 -0.07 -0.78
H -2.41 0.49 1.82
O 0.68 -0.16 -0.12
H -2.81 -0.07 -1.15
H -3.55 -0.70 1.14